1.
108
Properties=species:S:1:pos:R:3:forces:R:3 method="wB97M-V/def2-TZVPD" total_charge=-1 total_energy_ev=-50494.481
O -8.238908 5.154231 -0.989164 0.040 0.241 0.098
H -0.106036 5.423062 -2.324061 0.144 -0.213 -0.009
H 0.850253 0.838691 -2.467690 0.077 0.031 0.054
H 2.762323 4.294913 -3.359042 -0.015 -0.063 0.066
H 5.245181 -7.232192 -0.941123 -0.168 0.111 0.925
H 1.045590 5.876048 -0.704966 0.039 -0.051 0.044
C 7.524903 -4.421693 1.810522 0.134 0.107 0.115
H 1.589089 -3.101459 -6.125101 0.005 0.040 -0.002
O 2.125845 3.645015 -1.539521 0.324 0.310 0.040
C -5.813936 5.516013 -0.545768 -0.005 0.028 0.171
H 3.322518 -7.034577 2.930987 -0.046 0.178 0.351
H 0.305526 -4.822371 0.755586 0.984 0.254 -0.478
O -0.145017 -3.105898 -5.084521 -0.202 0.305 -0.315
C 2.793759 4.620749 -2.318599 -0.238 -0.207 -0.102
H -7.007969 6.232182 -2.153187 -0.011 -0.058 0.024
C 2.363726 3.757854 -0.137463 -0.345 -0.381 0.231
H -0.904846 3.938297 -1.704342 0.095 0.043 0.049
H -5.062884 7.205789 1.590138 0.002 0.006 -0.006
H -8.317952 4.305313 0.892435 -0.024 0.116 0.231
C 5.048422 -3.442849 1.852226 2.132 2.702 -1.415
H -2.500411 6.012257 0.613433 0.001 -0.008 -0.055
H 6.992369 -2.394315 2.496659 -0.793 -1.486 1.810
C -1.639378 5.552970 0.118299 -0.130 0.362 0.096
H 2.028477 -3.528669 2.329776 -0.182 -0.984 0.188
H 4.027315 -4.806383 4.141951 0.281 -0.089 -0.129
H 0.611995 -6.315185 2.680366 0.338 0.658 0.657
H -6.314741 4.600544 1.185205 0.046 0.042 0.059
H 8.009591 -4.621906 0.829214 -1.894 -0.814 0.231
H -7.413547 7.031728 -0.657091 -0.027 -0.051 0.186
C 0.927090 -2.363817 -5.661605 0.452 -0.226 0.228
C -6.106576 6.195785 3.175501 -0.151 0.475 -0.174
H -9.861095 4.725658 0.170093 0.033 0.045 -0.112
H 3.838659 4.730941 -2.017603 0.000 0.045 0.029
H -5.258330 5.636793 3.582328 -0.062 -0.149 -0.110
C -0.097550 -2.415849 -1.650114 -0.188 0.146 0.243
H -8.156337 3.790205 4.093874 0.020 0.091 -0.003
H 1.882449 -4.216570 -0.050796 -0.353 -0.721 0.382
H 5.464211 -10.149329 1.456920 -0.381 0.690 0.762
H -0.793240 -2.015071 -2.391823 0.030 -0.156 -0.201
H 5.673258 -6.207491 2.881951 -0.451 -0.716 0.943
N 0.971616 -0.505328 -4.029666 0.033 -0.092 0.038
C 6.589503 -3.371815 2.098436 -1.486 -0.379 -0.676
H 0.290219 3.703126 0.300756 0.026 -0.175 0.084
H 3.232407 -8.309596 0.890221 0.870 0.374 -0.537
C -7.146225 6.058169 -1.082284 0.176 -0.181 -0.306
N 0.930516 5.728754 0.288568 -0.140 -0.074 -0.041
H -1.578491 4.833832 -3.074548 -0.090 0.026 0.082
O -1.855160 5.752697 -1.273972 0.033 -0.195 0.200
H -8.842826 6.021483 0.816183 0.105 -0.026 0.049
H -5.635310 4.542577 -1.008050 -0.009 0.050 -0.069
H 2.010659 -2.348023 -3.838518 0.132 -0.114 -0.082
C -8.830206 5.061531 0.294548 -0.071 -0.233 -0.233
H -0.058693 -4.678235 3.067649 0.592 -0.752 0.061
C 0.873178 -5.323573 3.133128 0.163 1.452 -0.095
C -5.913437 6.525424 1.699058 -0.057 -0.424 0.124
H -1.557863 -2.241355 -6.348494 0.007 0.056 -0.007
H 4.509701 -2.547674 2.284391 0.799 -0.557 -0.379
H 4.174477 -9.483409 2.608082 0.818 0.102 -0.507
C 1.255690 -5.392614 4.652117 -1.386 -0.509 0.126
H 2.288979 5.590016 -2.260782 0.153 0.134 0.013
O 0.558872 -1.357107 -0.975944 0.163 -0.030 -0.164
H -7.012683 3.571180 2.770766 0.139 -0.126 0.065
C 4.965495 -9.225555 1.863831 -0.081 -0.045 -1.178
H 2.270025 -0.318982 -0.830552 -0.042 -0.006 -0.011
C -7.209278 4.141769 3.683018 -0.255 0.125 -0.077
H 4.292436 -9.177232 -0.290012 -0.032 0.453 0.939
H 1.293089 4.201543 1.672220 -0.003 -0.002 -0.003
C -1.061695 4.936718 -2.118854 -0.165 0.242 -0.162
O -7.343881 5.525617 3.406751 0.319 -0.257 0.114
H -1.598840 -1.682879 -4.649986 -0.092 0.125 -0.119
H 3.269606 4.333094 0.077106 -0.080 0.140 -0.109
H -2.169724 -3.298885 -5.061719 0.086 -0.023 -0.008
C 1.748733 -0.897503 -1.598765 -0.007 0.272 0.167
H 1.370293 -4.366846 5.097019 0.298 -0.955 -0.554
Nb 4.089330 -5.437038 2.420868 0.189 0.876 -4.164
H 0.578537 -1.695521 -6.455602 -0.131 0.077 0.129
H 4.922538 -3.350484 0.723311 -0.371 -0.681 0.840
C 1.148301 4.316582 0.593872 0.173 0.193 -0.298
N -5.671269 5.326774 0.901309 -0.146 0.118 -0.069
H -6.167216 7.139771 3.725482 0.041 -0.015 -0.015
H 2.410227 -1.737933 -1.834326 -0.095 -0.089 -0.112
H 2.483161 0.527549 -3.031171 0.005 -0.061 0.057
H 2.647313 -1.227664 -5.053051 0.005 -0.001 0.002
C 1.728839 -1.615678 -4.601654 -0.418 0.045 -0.003
H -5.006934 6.176321 -0.884648 -0.067 0.017 -0.010
C 4.295200 -8.491390 0.604670 0.800 -0.523 0.432
H -0.414922 7.290379 0.362060 -0.080 0.001 0.032
H 5.735910 -8.569851 2.338418 -0.750 -0.548 -0.287
C -1.424228 -2.541057 -5.305518 0.090 -0.221 0.228
H 1.631697 -5.994676 0.485593 -0.018 0.979 -0.382
C 1.432307 -4.914806 0.689623 -0.246 -0.369 1.578
H -6.813944 7.054809 1.370055 0.005 0.183 0.088
C 1.948410 -4.648827 2.188194 -0.638 -0.941 0.230
H 0.605380 -3.111712 -2.113276 -0.013 0.044 -0.070
H 2.112283 -6.065650 4.879029 -0.435 0.813 -0.331
C 5.062946 -7.176558 0.173732 -0.755 -0.181 -0.908
H -1.689934 4.488654 0.369704 0.145 -0.055 -0.104
O 4.239278 -6.019109 0.419063 0.938 -0.391 2.336
H 2.533208 2.739200 0.223216 0.006 0.040 0.024
C -0.385465 6.243233 0.673663 0.129 -0.095 -0.075
H 0.361865 -5.837633 5.188629 0.787 0.381 -0.409
H 0.026853 -0.810666 -3.839344 0.052 -0.045 -0.019
H -6.419165 3.951670 4.413555 0.039 -0.017 -0.034
H 6.077463 -7.074999 0.646705 -0.943 -0.198 -0.196
C 1.528657 0.045119 -2.790041 -0.070 -0.089 -0.073
H -0.444184 6.238968 1.768509 -0.062 -0.071 -0.034
H -0.692218 -2.966771 -0.920446 0.131 0.039 0.076
H 7.754802 -5.141344 2.644230 1.279 1.738 -0.308

***

2.
8
Properties=species:S:1:pos:R:3:forces:R:3 method="wB97M-V/def2-TZVPD" e_above_lowest_kj_mol=70.7 total_charge=0 total_energy_ev=-12123.889
C 0.112273 0.889958 -0.099009 -3.883 2.717 2.984
O 1.222772 1.440827 -0.106534 -1.313 -1.849 -0.454
N 2.204615 -0.580389 0.068797 1.020 -0.215 -0.226
C -0.062003 -0.647228 0.063433 1.103 1.896 -1.068
N 1.206886 -1.098736 0.027930 -1.312 -1.001 0.090
N -2.244646 -0.372067 -0.025759 -0.285 0.966 -0.120
O -1.096100 1.442636 0.155750 2.792 -2.225 -1.750
N -1.343796 -1.075000 -0.084610 1.877 -0.289 0.545

***

3.
13
Properties=species:S:1:pos:R:3:forces:R:3 method="wB97M-V/def2-TZVPD" e_above_lowest_kj_mol=536.5 smiles="C=C[S@@](=C)(N)=O" total_charge=0 total_energy_ev=-17592.369
H 0.415007 -0.535237 -1.923681 2.754 0.725 -2.958
H -0.890879 -2.436598 -1.600106 -0.325 -1.561 -1.147
C -0.885177 -1.669869 -0.910672 0.141 3.384 1.844
H 2.127343 1.308582 0.317606 2.171 3.873 0.991
H -1.598694 -1.461021 -0.128957 -0.358 -1.155 0.441
H -1.256537 1.600717 1.762513 -1.981 4.883 1.560
H 2.034930 -0.196166 0.766659 0.608 -2.219 2.242
S 0.086235 0.784024 0.032169 -0.601 1.809 -1.243
C -0.073968 -0.627452 -1.061109 -2.760 -0.994 2.497
O -0.027533 2.050697 -0.750856 0.716 -2.066 1.044
C -0.851523 0.824972 1.348752 2.592 -7.358 -1.050
N 1.780327 0.460065 0.123933 -3.163 -0.588 -2.908
H -0.859531 -0.102714 2.023749 0.205 1.267 -1.314

***

4.
16
Properties=species:S:1:pos:R:3:forces:R:3 method="wB97M-V/def2-TZVPD" e_above_lowest_kj_mol=190.6 total_charge=-1 total_energy_ev=-8856.819
C 0.617868 -1.966269 -0.305926 -1.517 -1.304 0.341
H -0.950563 0.267542 -1.226708 1.073 0.166 0.276
H -0.043780 2.403563 -1.394435 0.658 -0.680 1.851
H 0.088020 -2.797044 0.174567 0.268 -0.213 0.549
H 1.680479 -2.145754 -0.176506 0.326 0.036 -0.554
H -1.786269 1.057981 2.080854 1.282 3.469 0.110
N 0.167939 -0.726572 0.288182 -1.322 0.179 -1.481
O -2.062804 0.201422 2.000588 -0.649 -4.398 -2.413
C 0.442933 1.857701 -0.377065 -0.894 0.098 -1.050
H -0.282195 2.055848 0.471477 0.154 0.563 -0.186
O 1.724768 2.149872 -0.147329 -1.036 -0.645 -0.054
H -1.646045 -0.145885 1.110994 -0.476 0.828 2.506
C 0.073678 0.358383 -0.756929 1.024 0.050 0.345
H 0.910030 0.155996 -1.425316 -0.318 -0.168 -0.867
H 0.228551 -2.132083 -1.310053 0.619 0.593 -0.422
H 0.837391 -0.594704 0.993607 0.805 1.428 1.053

***

5.
76
Properties=species:S:1:pos:R:3:forces:R:3 method="wB97M-V/def2-TZVPD" e_above_lowest_kj_mol=0.0 total_charge=+2 total_energy_ev=-78927.232 spin_multiplicity=5
C 2.687131 -1.132588 -3.468051 0.009 -0.069 0.042
C -2.774942 -1.980683 -4.946886 -0.022 0.017 0.015
H -0.268265 -2.429554 0.336387 0.009 0.000 0.014
C -4.174744 4.253738 0.031373 0.008 0.036 -0.056
O 1.503728 -0.251609 0.514872 0.029 0.000 0.027
H 2.241891 -1.999163 -3.942168 -0.007 0.006 0.011
P -2.143950 -0.844599 -1.129906 -0.346 -0.099 -0.095
H 4.425697 1.831719 -1.680572 -0.003 0.006 -0.013
H -3.270440 4.774541 -0.256633 -0.042 -0.032 0.031
N 1.111511 1.796530 -0.773649 -0.192 0.028 0.248
C 2.357791 -0.825787 -2.148879 0.161 -0.251 0.012
C -1.373037 -4.050822 1.199353 0.004 0.019 0.003
P -2.952516 1.943842 -0.791986 0.136 -0.165 0.153
H -0.667207 2.092969 -2.666855 0.022 0.002 -0.005
H -4.725207 -4.490063 0.939020 0.005 0.004 0.006
H 0.826267 3.027895 0.961232 0.012 -0.033 0.042
H -1.983166 0.078787 1.515112 0.016 0.001 -0.018
C 4.281963 0.650949 -3.478402 0.051 0.030 -0.023
C -3.014951 0.234816 1.198423 -0.138 -0.020 -0.108
C -3.630598 -2.887015 0.042734 0.028 -0.076 -0.049
H 3.561570 0.030923 -6.256683 -0.002 0.002 0.007
H -5.179130 6.034534 0.649414 -0.004 -0.007 0.010
H -0.500849 -4.503449 1.650469 0.003 0.005 -0.003
H -2.749150 2.268738 -6.380644 -0.001 0.001 0.006
H 5.055922 1.211475 -3.989097 -0.012 -0.003 0.003
H -4.508529 -2.448337 -0.415973 0.012 -0.011 -0.006
C -6.423500 4.300394 0.880565 0.001 -0.008 0.010
O -1.119602 4.410816 -0.911301 -0.043 0.105 0.010
C -4.359742 -1.082127 -2.839475 -0.029 -0.004 0.006
O -1.501833 2.298374 -0.184494 -0.074 0.186 0.055
C 3.949045 0.996578 -2.177689 -0.005 -0.056 -0.033
H -2.162470 -2.332681 -5.765854 0.007 0.003 0.006
H -1.105321 -1.639725 -3.651673 0.018 -0.008 0.007
C -0.681815 3.408722 -0.465992 0.050 -0.193 -0.029
C 3.997920 -0.707509 -5.581440 -0.011 0.020 0.068
H 1.818152 -1.570944 -1.554893 -0.016 0.012 0.006
C -4.154708 -1.922845 -5.083244 0.002 0.000 0.001
N -3.107700 0.364724 -0.304552 0.246 0.035 0.150
S 2.251522 0.893121 -0.047470 0.211 -0.158 0.113
H 1.360084 3.887304 -0.488562 0.038 0.010 -0.006
C -2.836668 2.112675 -2.535711 -0.091 -0.014 -0.220
C -6.532551 2.923260 0.725096 0.014 -0.004 -0.015
H -2.727118 -5.519610 1.963653 -0.005 -0.003 -0.011
C 0.742106 3.066429 -0.128838 0.082 -0.128 -0.192
C -3.992799 2.277998 -4.637279 0.018 0.002 0.024
H -4.912930 2.371740 -5.197766 0.004 -0.009 0.005
H 3.635322 -1.690637 -5.875463 -0.003 0.006 0.010
C -2.975130 -1.145516 -2.693788 -0.044 -0.024 -0.007
C -2.369490 -2.310480 -0.132107 0.069 -0.007 0.028
Ru 0.092706 0.026070 -1.367112 0.043 0.511 -0.084
H -7.258429 4.862334 1.277667 -0.004 -0.003 -0.016
O 3.149003 1.619289 0.782561 -0.118 0.009 -0.054
H -7.450290 2.416024 0.989621 0.008 0.006 0.010
H -4.981429 -0.727891 -2.025338 0.011 -0.003 -0.002
C -2.774681 2.222988 -5.299818 0.016 -0.001 0.000
C -4.944852 -1.469097 -4.033788 -0.004 0.015 0.000
C -1.582694 2.140055 -4.586648 -0.006 0.003 -0.033
C -1.244564 -2.889842 0.448861 0.016 0.018 0.051
H -4.617811 -2.232911 -6.010536 0.002 0.003 0.003
H -4.979461 2.282226 -2.734672 0.001 0.002 0.008
C 2.988392 0.253002 -1.517498 -0.044 0.170 -0.089
H -6.019917 -1.421496 -4.146986 0.006 -0.008 0.002
H -0.635040 2.138008 -5.108388 -0.007 0.004 -0.001
H 5.076913 -0.681193 -5.728134 0.000 -0.004 0.013
C -5.252992 4.962034 0.533017 -0.014 0.018 -0.003
C -5.461902 2.197863 0.233550 0.003 0.103 -0.021
C -3.753031 -4.036787 0.799882 0.014 -0.002 0.008
C -4.029664 2.229090 -3.252566 0.086 -0.042 -0.046
H -3.626002 -0.602945 1.518970 0.003 0.002 -0.010
C -4.279057 2.867253 -0.109536 -0.124 -0.013 0.187
C -1.609881 2.090011 -3.206090 -0.048 0.003 -0.046
C -2.185799 -1.588829 -3.754153 -0.034 0.034 -0.001
C 3.640653 -0.390031 -4.155487 0.051 0.013 -0.102
C -2.624160 -4.618326 1.374211 -0.042 0.001 0.004
H -3.390003 1.142039 1.666283 0.000 0.008 -0.020
H -5.541872 1.124816 0.116898 0.010 -0.005 0.006

***

6.
23
Properties=species:S:1:pos:R:3:forces:R:3 method="wB97M-V/def2-TZVPD" e_above_lowest_kj_mol=251.6 total_charge=-2 total_energy_ev=-82378.782
Se 4.600015 -2.936919 0.936476 1.069 -0.434 0.489
H -2.117713 -2.270159 0.381117 0.088 0.243 0.025
N 2.138133 -1.947802 -0.318440 2.231 -1.001 0.988
C -0.927891 0.255133 -2.068587 2.724 -1.527 -0.195
H -1.641085 2.897013 0.047796 0.134 -0.110 0.055
C 0.114084 2.312685 1.336095 -0.598 -0.529 0.128
C -0.856238 0.362416 2.101493 0.123 0.587 -0.245
H -2.767458 0.643725 0.958088 0.199 -0.034 0.009
H -1.016972 -0.584021 2.614862 0.038 0.159 -0.076
H 1.208480 0.958651 2.758787 -0.109 0.004 -0.118
H -0.143385 2.130185 -2.724176 0.213 0.344 0.120
H -2.687442 1.164280 -2.846674 0.063 0.125 -0.124
C -1.785098 1.009490 1.237339 0.554 0.538 0.081
H 1.135336 0.806452 -2.389624 -0.420 0.330 -0.131
H 0.821726 3.120996 1.159996 -0.040 -0.158 0.030
C -2.254911 0.352591 -2.249856 -1.674 0.126 -0.486
N -1.855382 -1.503543 -0.273198 -0.711 -2.016 1.153
C 0.081010 1.105958 -2.408092 0.125 0.939 -0.649
C -1.184782 2.205821 0.752727 0.255 -0.497 0.857
C 0.315585 1.173214 2.175087 -0.453 0.234 -0.507
Cd 0.166595 -1.383253 -0.905834 -1.215 1.045 0.204
H -2.956350 -0.377519 -1.835609 0.409 0.461 -0.060
C 3.132314 -2.341919 0.191147 -3.005 1.172 -1.548